[1]
DFT (wB97M-V/def2-TZVPD) results for one molecule with the formula C6H9N at a distorted geometry.

XYZ file:
```
16
Properties=species:S:1:pos:R:3:forces:R:3:nbo_charge:R:1
C 1.370835 0.044534 -0.449635 -0.97 0.95 -0.27 -0.5254
C 1.146886 -0.927100 0.631155 -2.43 -0.24 -0.16 -0.2803
C -0.542298 1.658330 0.235666 -0.59 -0.83 0.64 -0.6464
C -0.229116 0.433681 -0.628756 2.95 1.82 -1.48 0.3568
N -0.649957 0.418595 -1.879341 -0.80 -1.79 1.00 -0.8049
C -0.614537 -1.028594 0.442615 2.14 -0.29 0.78 -0.1437
C -1.566976 -1.703305 0.782124 -0.25 -0.18 0.16 -0.1232
H -1.084986 -0.471372 -2.123832 -0.19 0.67 -0.61 0.3682
H 1.699371 -0.404956 -1.382932 0.02 0.16 0.06 0.2264
H 1.946580 0.925904 -0.176891 0.22 -0.10 -0.08 0.2101
H 1.263947 -0.550651 1.644026 0.01 -0.25 -0.02 0.2251
H 1.492718 -1.941629 0.459677 -0.07 0.03 0.29 0.2319
H -0.034300 2.529871 -0.178321 0.01 -0.20 -0.20 0.2353
H -1.622279 1.816293 0.228854 0.11 0.11 0.03 0.2279
H -0.208585 1.512790 1.264861 0.01 0.08 0.00 0.2034
H -2.367305 -2.312390 1.130730 -0.16 0.06 -0.13 0.2389
```
Forces are in eV/Å.

The energy above the lowest of the compared OMol25 structures with the same formula, charge and spin is 662.3 kJ/mol. The calculation puts the molar mass at 95.1 g mol⁻¹. The multiplicity is 1. For the lowest unoccupied orbital energy (alpha / beta), the calculation gives -0.036 / -0.042 Eh. Its net charge is 0. The total energy comes out at -288.5298 Eh. The HOMO-LUMO gap (alpha / beta) comes out at 6.4 / 5.8 eV.

[2]
DFT (wB97M-V/def2-TZVPD) results for a 2-piece molecular cluster, C5H13NO overall at a distorted geometry.

XYZ file:
```
20
Properties=species:S:1:pos:R:3:forces:R:3:nbo_charge:R:1
C 2.186416 -0.396621 -1.520310 -0.12 0.43 -3.15 -0.6448
C 0.900131 -0.211318 -0.742867 1.66 1.10 -0.78 -0.2440
C -0.255326 -0.213776 -1.367856 -1.06 -1.61 -2.10 -0.1504
C -1.663519 -0.259740 -0.825044 2.57 1.00 2.47 -0.4447
C -1.531606 0.036343 0.702509 -0.21 -4.08 0.39 -0.2164
N -0.821635 -1.144383 1.260656 1.93 -2.01 -0.77 -0.9311
H 1.948184 -0.847443 -2.559793 -0.05 0.81 1.41 0.2015
H 2.974236 -1.099262 -1.245103 -0.13 0.35 1.05 0.2216
H 2.623185 0.618457 -1.796276 -0.17 -1.23 0.66 0.2132
H 0.994781 0.258967 0.215206 -0.01 -0.39 0.78 0.2169
H -0.232613 -0.538248 -2.437299 0.15 0.28 0.71 0.1793
H -2.222126 0.546445 -1.173980 -1.39 0.96 -1.45 0.2094
H -1.985403 -1.271222 -1.062337 -0.74 0.23 0.29 0.2312
H -2.496874 0.033851 1.229723 0.13 0.33 -0.36 0.1926
H -0.943224 0.864222 0.988267 0.24 1.54 -0.43 0.1940
H -0.986103 -1.525597 2.182860 -0.10 0.54 -0.34 0.3767
H 0.046976 -1.590577 0.757881 -2.80 1.64 1.53 0.3886
O 0.429959 1.859208 2.524035 1.47 -1.33 0.24 -0.9223
H -0.206141 2.520215 2.420849 -1.91 1.52 -0.20 0.4617
H 1.240704 2.360478 2.448880 0.53 -0.07 0.03 0.4668
```
Forces are in eV/Å.

The energy above the lowest of the compared OMol25 structures with the same formula, charge and spin is 272.4 kJ/mol. The calculation puts the molar mass at 103.2 g mol⁻¹. The multiplicity is 1. For the lowest unoccupied orbital energy, the calculation gives 0.029 Eh. Its structure (SMILES) is C/C=C/CCN.O. Its net charge is 0. The total energy comes out at -328.2151 Eh. The HOMO-LUMO gap comes out at 8.8 eV.

[3]
DFT (wB97M-V/def2-TZVPD) results for C23H43N2OP3RuSe as an isolated structure at a distorted geometry.

XYZ file:
```
74
Properties=species:S:1:pos:R:3:forces:R:3:lowdin_spin:R:1
Ru 0.087576 -0.104888 -0.666974 0.10 0.77 3.66 0.7894
P 1.159130 -0.368558 -2.576162 2.29 -0.21 -1.73 0.1257
P -0.502736 2.159218 -0.751649 -0.37 2.38 0.06 0.1012
P -0.299138 -2.291228 -0.007346 -0.05 -2.34 0.81 0.0999
H -3.065290 0.663349 0.375207 0.04 0.70 0.19 -0.0025
C -2.648372 -0.075826 1.037315 -0.27 0.30 0.07 0.0253
C -2.331594 0.180370 2.382328 2.26 0.03 -1.82 0.4592
H -1.956859 1.152398 2.607196 -0.84 1.10 0.54 0.0234
C 0.095936 -0.509809 -4.025220 -0.71 0.03 0.27 0.0078
C 2.275148 1.017866 -2.868941 0.07 0.15 -0.10 0.0399
C 2.223980 -1.825119 -2.630895 0.07 -0.16 0.02 0.0391
C -1.628160 3.069263 0.389164 -0.16 -0.56 0.37 0.0076
C 0.949208 3.248236 -0.533381 0.52 -0.27 -0.10 0.0403
C -1.242449 2.573632 -2.354990 0.02 -0.16 -0.24 0.0199
C -1.304306 -2.909463 1.406396 -0.11 0.56 0.11 0.0062
C 1.238684 -3.154323 0.464625 0.37 0.27 -0.28 0.0443
C -1.030609 -3.201695 -1.389268 -0.13 0.06 -0.24 0.0226
H -3.086852 -1.013318 0.743310 0.53 -0.63 0.02 0.0006
H -1.593145 -0.501119 2.762453 -0.82 -1.05 1.14 0.0165
H 0.689385 -0.612417 -4.940011 0.00 0.04 0.16 0.0025
H -0.545483 0.374442 -4.086516 0.13 -0.06 -0.23 0.0013
H -0.547370 -1.389248 -3.908308 0.18 0.01 -0.19 0.0008
H 2.873303 0.830578 -3.764382 -0.02 0.04 0.00 0.0081
H 2.946452 1.131412 -2.013196 0.01 -0.02 -0.12 0.0008
H 1.710285 1.943250 -2.998146 0.13 -0.07 -0.10 -0.0001
H 2.722408 -1.870742 -3.604079 -0.02 -0.03 0.06 0.0076
H 1.642215 -2.736978 -2.478638 0.18 0.09 -0.15 0.0001
H 2.985868 -1.758975 -1.850348 0.00 -0.06 -0.20 0.0004
H -1.807199 4.072256 -0.020413 0.18 -0.27 -0.05 0.0013
H -1.170033 3.196188 1.375749 -0.01 -0.06 -0.16 0.0000
H -2.592267 2.577889 0.524681 0.04 0.20 -0.08 0.0006
H 0.770405 4.233436 -0.972667 -0.20 -0.10 -0.05 0.0070
H 1.845397 2.830007 -0.989664 -0.03 0.11 0.05 0.0009
H 1.152197 3.394090 0.531677 -0.11 -0.11 -0.11 0.0004
H -1.689320 3.570451 -2.330789 0.05 -0.07 0.05 0.0028
H -2.022745 1.846006 -2.599649 0.00 0.14 -0.05 0.0122
H -0.489154 2.560397 -3.142933 -0.04 -0.03 -0.05 -0.0001
H -1.319726 -4.004791 1.334767 0.09 0.26 -0.06 0.0012
H -2.330861 -2.544611 1.410773 0.18 -0.31 0.02 0.0010
H -0.833283 -2.637025 2.356419 -0.03 -0.07 -0.14 -0.0002
H 1.021239 -4.214401 0.626146 -0.09 0.09 -0.08 0.0081
H 1.616671 -2.735911 1.402623 -0.08 -0.03 -0.12 0.0001
H 2.010437 -3.064421 -0.299914 -0.03 -0.09 0.16 0.0001
H -1.437920 -4.146157 -1.022756 0.03 0.00 -0.09 0.0028
H -0.283457 -3.411522 -2.154315 -0.09 -0.03 -0.03 -0.0001
H -1.845546 -2.618786 -1.838244 0.17 -0.28 0.14 0.0138
C -5.124169 -0.789844 -2.774536 -0.82 0.16 0.12 0.2813
C -5.653255 -0.323420 -1.540328 -0.69 -0.07 0.56 0.0922
C -7.015400 -0.438241 -1.276103 1.22 0.46 0.50 0.0533
C -7.893022 -0.965935 -2.236941 0.00 -0.24 -0.35 0.2267
C -7.379799 -1.392580 -3.476846 0.63 -0.06 -0.55 0.0255
C -6.022694 -1.279377 -3.757458 -0.82 -0.45 -0.35 0.1057
Se -3.336202 -0.805371 -3.123602 -0.32 0.19 -0.10 1.1323
H -1.173364 -0.118523 0.551154 -1.68 0.02 0.61 0.1018
H -4.971150 0.100846 -0.806869 -0.31 -0.07 -0.02 0.0048
H -7.404845 -0.114754 -0.309516 0.12 -0.03 -0.30 0.0004
H -8.961974 -1.046311 -2.026426 0.32 0.03 -0.05 0.0083
H -8.047755 -1.818193 -4.227277 0.19 0.19 0.17 -0.0007
H -5.624556 -1.586480 -4.720831 -0.24 -0.06 0.06 0.0064
N 4.551280 1.764549 4.899440 1.07 -1.32 -1.23 0.0004
C 4.756213 0.986683 3.776287 2.74 0.74 2.28 0.0005
O 5.876017 0.516593 3.536018 -2.55 0.42 -0.30 0.0015
C 3.582376 0.759614 2.884960 -0.41 0.12 -0.67 0.0066
C 2.276765 1.256614 3.072340 0.03 -0.40 -0.72 -0.0001
C 1.325378 0.985315 2.086987 -0.19 0.06 0.25 0.0069
N 1.579676 0.259464 0.978517 -0.55 0.12 -1.23 0.0016
C 2.844746 -0.142143 0.787078 0.40 -0.17 -0.05 0.0052
C 3.862882 0.080324 1.701174 -0.61 -0.08 -0.46 -0.0025
H 5.357714 1.921373 5.503766 -0.32 -0.06 -0.31 0.0000
H 3.735050 2.282950 5.073233 -0.84 0.54 0.27 0.0000
H 1.983572 1.870479 3.922509 0.08 -0.26 -0.18 -0.0001
H 0.316091 1.378596 2.147183 0.06 -0.04 0.24 0.0017
H 3.055471 -0.640038 -0.149990 0.01 -0.07 0.12 0.0009
H 4.864562 -0.246959 1.448095 0.05 0.03 0.33 -0.0003
```
Forces are in eV/Å.

The energy above the lowest of the compared OMol25 structures with the same formula, charge and spin is 75.7 kJ/mol. The calculation puts the molar mass at 636.6 g mol⁻¹. The multiplicity is 5. For the lowest unoccupied orbital energy (alpha / beta), the calculation gives -0.505 / -0.541 Eh. Its net charge is +4. The total energy comes out at -4605.6633 Eh. The HOMO-LUMO gap (alpha / beta) comes out at 4.9 / 3.9 eV.